{
  "formula": "C4H15NO2",
  "method": "ωB97M-V with the def2-TZVPD basis set",
  "species": ["C", "C", "C", "C", "N", "H", "H", "H", "H", "H", "H", "H", "H", "H", "H", "H", "O", "H", "H", "O", "H", "H"],
  "positions_angstrom": [[0.97750, 2.23969, 1.84495], [0.11077, 1.10185, 1.30217], [0.96449, -0.25250, 1.08628], [1.79530, -0.44893, -0.26214], [1.15108, -1.30373, -1.25618], [1.79102, 2.54049, 1.33326], [1.42129, 1.85579, 2.79446], [0.32865, 3.12917, 2.09340], [-0.70853, 1.00570, 2.08023], [-0.37292, 1.50011, 0.40900], [1.47213, -0.15797, 2.07125], [0.16766, -1.12464, 1.13154], [2.74040, -0.78870, 0.11600], [1.74433, 0.62404, -0.49892], [1.53891, -2.22925, -1.05918], [1.28159, -1.06258, -2.19083], [-1.72318, -0.92580, -0.22893], [-1.85186, -0.01291, -0.05574], [-0.83906, -0.80371, -0.63426], [-4.08368, -1.29716, -3.53917], [-4.66553, -1.98981, -3.52353], [-3.24035, -1.59914, -3.01367]],
  "mulliken_charge": [-1.375, -0.522, -0.691, -0.506, -0.476, 0.438, 0.328, 0.321, 0.314, 0.404, 0.441, 0.320, 0.204, 0.385, 0.217, 0.189, -0.664, 0.317, 0.359, -0.638, 0.296, 0.340],
  "e_above_lowest_kj_mol": 226.7,
  "homo_lumo_gap_ev": 10.67,
  "e_homo_ev": -9.82,
  "lumo_energy_ha": 0.0311
}

***

{
  "formula": "C23H45AlF4O9P",
  "method": "ωB97M-V with the def2-TZVPD basis set",
  "species": ["C", "C", "P", "C", "C", "Al", "C", "C", "C", "C", "F", "C", "F", "F", "C", "C", "F", "H", "H", "H", "H", "H", "H", "H", "H", "H", "H", "H", "H", "H", "H", "H", "H", "H", "H", "H", "H", "H", "C", "C", "O", "C", "O", "O", "C", "H", "H", "H", "H", "H", "H", "H", "H", "C", "C", "O", "C", "O", "O", "C", "H", "H", "H", "H", "H", "H", "H", "H", "C", "C", "O", "C", "O", "O", "C", "H", "H", "H", "H", "H", "H", "H", "H"],
  "positions_angstrom": [[1.22396, 3.32746, -0.72954], [0.67192, 4.52135, -1.54016], [-0.73649, 4.18526, -2.69132], [-0.12205, 2.76551, -3.74314], [1.39127, 2.78067, -3.98323], [-2.55360, 3.28541, -1.44464], [-4.09939, 3.15771, -2.72980], [-2.04682, 1.47048, -0.64821], [-3.05798, 0.32707, -0.87794], [-2.94637, -0.80532, 0.11456], [-4.11928, -1.14755, 0.79897], [-1.82054, -1.48103, 0.49800], [-1.74491, -2.36640, 1.57538], [-0.58631, -1.43802, -0.15659], [-3.04104, 4.48016, 0.12702], [-4.46818, 4.24239, 0.61498], [-2.91857, 5.87422, -0.14843], [1.17392, 3.52553, 0.34222], [2.27303, 3.15506, -0.96547], [0.66892, 2.41244, -0.90523], [0.27816, 5.27418, -0.85751], [1.49656, 4.99371, -2.07304], [-0.42264, 1.81136, -3.30410], [-0.65968, 2.85160, -4.68696], [1.88086, 2.01326, -3.38659], [1.61460, 2.54591, -5.02070], [1.82795, 3.75016, -3.76159], [-3.74391, 3.04620, -3.75728], [-4.64829, 4.10182, -2.70026], [-4.79007, 2.33571, -2.53886], [-1.08043, 1.16311, -1.05041], [-1.89985, 1.60238, 0.42830], [-2.89763, -0.07928, -1.87765], [-4.07853, 0.69086, -0.79279], [-2.37542, 4.27321, 0.97046], [-5.15391, 4.89344, 0.08127], [-4.57565, 4.40700, 1.68939], [-4.76182, 3.20892, 0.41670], [-0.35854, -5.14510, 1.89437], [0.07344, -6.59371, 1.89768], [1.47131, -6.75072, 2.20440], [1.79353, -6.60382, 3.47993], [1.03824, -6.41746, 4.39296], [3.11448, -6.73696, 3.58881], [3.61198, -6.55321, 4.91478], [0.25762, -4.56474, 1.20725], [-1.39739, -5.06313, 1.57912], [-0.26885, -4.70313, 2.88456], [-0.03029, -7.02611, 0.90484], [-0.51551, -7.19102, 2.59312], [3.11081, -7.21990, 5.61242], [3.47560, -5.52109, 5.23251], [4.67037, -6.78909, 4.86757], [4.04884, 4.34526, 5.44291], [2.54730, 4.51111, 5.35361], [1.94720, 3.56226, 4.46436], [1.83106, 2.32810, 4.93708], [2.14232, 1.95832, 6.03773], [1.28623, 1.57834, 3.99055], [1.14440, 0.19651, 4.32544], [4.49421, 4.40299, 4.44939], [4.47297, 5.13548, 6.06266], [4.31071, 3.38409, 5.88140], [2.29512, 5.47792, 4.92404], [2.07563, 4.43934, 6.33332], [0.59163, 0.07822, 5.25415], [2.12238, -0.27381, 4.41396], [0.59216, -0.24808, 3.50389], [0.79893, -4.28809, -3.12249], [-0.29955, -3.25727, -3.26464], [0.09492, -2.16203, -4.09694], [0.10416, -2.43377, -5.39280], [-0.21969, -3.47196, -5.90582], [0.50166, -1.34827, -6.04069], [0.58925, -1.49889, -7.45533], [1.70727, -3.82009, -2.74166], [0.48807, -5.06693, -2.42586], [1.02850, -4.75207, -4.08041], [-0.52906, -2.80361, -2.30366], [-1.21600, -3.69464, -3.66027], [-0.35518, -1.84679, -7.86737], [1.38344, -2.19725, -7.71590], [0.82255, -0.51121, -7.84074]],
  "mulliken_charge": [-0.611, -0.976, -0.253, -0.266, -1.235, -0.334, -1.097, -0.835, -0.406, 0.234, -0.349, 0.306, -0.279, -0.219, 0.540, -1.245, -0.386, 0.236, 0.320, -0.029, 0.537, 0.544, 0.040, 0.494, 0.261, 0.352, 0.305, 0.284, 0.294, 0.333, 0.228, 0.516, 0.317, 0.312, 0.191, 0.321, 0.325, 0.245, -0.971, -0.377, -0.344, 0.805, -0.555, -0.352, -0.639, 0.297, 0.356, 0.343, 0.301, 0.337, 0.295, 0.293, 0.216, -1.091, -0.227, -0.300, 0.715, -0.586, -0.225, -0.580, 0.288, 0.354, 0.316, 0.308, 0.312, 0.308, 0.292, 0.107, -1.170, 0.088, -0.265, 0.738, -0.586, -0.277, -0.687, 0.290, 0.304, 0.380, 0.026, 0.334, 0.302, 0.302, 0.212],
  "homo_lumo_gap_ev": 5.64,
  "charge": -1,
  "e_homo_ev": -3.59,
  "lumo_energy_ha": 0.0751
}

***

{
  "formula": "C42H28Br2CeN3O7PSe2",
  "method": "ωB97M-V with the def2-TZVPD basis set",
  "species": ["Ce", "Br", "C", "C", "C", "C", "O", "C", "C", "N", "C", "C", "C", "C", "C", "C", "C", "C", "N", "C", "C", "H", "H", "H", "H", "H", "H", "H", "H", "H", "H", "Se", "P", "Se", "C", "C", "C", "C", "C", "C", "C", "C", "C", "C", "C", "C", "H", "H", "H", "H", "H", "H", "H", "H", "H", "H", "Br", "C", "C", "C", "C", "C", "C", "C", "O", "O", "H", "H", "H", "H", "O", "C", "O", "C", "C", "C", "C", "C", "C", "N", "O", "O", "H", "H", "H", "H"],
  "positions_angstrom": [[15.05729, -14.88691, -0.45398], [10.21992, -11.31730, 3.98579], [11.24498, -12.62103, 3.15313], [10.71207, -13.73636, 2.47290], [11.59910, -14.66510, 1.91609], [12.98614, -14.44818, 1.81247], [13.70218, -15.34082, 1.19322], [13.49204, -13.36462, 2.52718], [14.91828, -13.10281, 2.62475], [15.77192, -13.31404, 1.70193], [17.13792, -13.22887, 2.15661], [17.60811, -12.26643, 2.99165], [18.94188, -12.37393, 3.38102], [19.84359, -13.37159, 2.94978], [19.34581, -14.35718, 2.00734], [20.15225, -15.36636, 1.44309], [19.60135, -16.21805, 0.57643], [18.28494, -15.99836, 0.12419], [17.54281, -15.03111, 0.60803], [18.02515, -14.23330, 1.61561], [12.62020, -12.53276, 3.21661], [9.63779, -13.86500, 2.35601], [11.24288, -15.57875, 1.38711], [15.32446, -12.78185, 3.65810], [17.12355, -11.42593, 3.35436], [19.31037, -11.54450, 3.98510], [20.90245, -13.40938, 3.15245], [21.18092, -15.35763, 1.76437], [20.23522, -16.98969, 0.08523], [17.78291, -16.67402, -0.62288], [13.02799, -11.65578, 3.70080], [15.21274, -15.86698, -3.20730], [15.96950, -13.86533, -3.52199], [16.96042, -12.82964, -1.85140], [17.26431, -13.84674, -4.77403], [17.58142, -12.57784, -5.37040], [18.66657, -12.49760, -6.24557], [19.35834, -13.63460, -6.56774], [19.07384, -14.86979, -5.96202], [18.05100, -14.93991, -5.02236], [14.64985, -12.85783, -4.24209], [14.52340, -11.49702, -3.92882], [13.58516, -10.64086, -4.52661], [12.74117, -11.18513, -5.49630], [12.94710, -12.51509, -5.88474], [13.85503, -13.35702, -5.27032], [17.06551, -11.69650, -5.05275], [18.90027, -11.53468, -6.74283], [20.24694, -13.57243, -7.24896], [19.73763, -15.71325, -6.19555], [17.75675, -15.90716, -4.54588], [15.12378, -11.05510, -3.19300], [13.54428, -9.57735, -4.33003], [12.11537, -10.48654, -6.06299], [12.37713, -12.80444, -6.74509], [13.95715, -14.35340, -5.63839], [20.57839, -18.75091, 3.71484], [19.06042, -18.85289, 2.57512], [19.08863, -19.58898, 1.35680], [17.99427, -19.38398, 0.53183], [16.94108, -18.59102, 0.87757], [16.82854, -17.99144, 2.11175], [17.90992, -18.16618, 2.97967], [15.81332, -18.23022, -0.16349], [15.33602, -19.05231, -0.87799], [15.55989, -16.91102, -0.21009], [20.00014, -20.11791, 1.11041], [17.98530, -19.89906, -0.43969], [15.94191, -17.41989, 2.38320], [17.90318, -17.64768, 3.93393], [12.87726, -14.49447, -1.34562], [12.73229, -13.30421, -0.91258], [13.72546, -12.66664, -0.43775], [11.45759, -12.63935, -1.03894], [11.30737, -11.29063, -0.83127], [10.09497, -10.65375, -0.86805], [8.93824, -11.39303, -1.16462], [9.08590, -12.76643, -1.48612], [10.34255, -13.39189, -1.47832], [7.95637, -13.50148, -2.01399], [8.14465, -14.62628, -2.38881], [6.91071, -12.91268, -2.01992], [12.11639, -10.69380, -0.52811], [10.05602, -9.65240, -0.63196], [7.92227, -10.98221, -1.17311], [10.50571, -14.44195, -1.62784]],
  "mulliken_charge": [0.742, -0.192, -0.481, -0.218, -0.559, 0.688, -0.599, 0.159, -0.377, 0.561, -0.751, -0.328, -0.819, -1.265, 1.581, -0.813, -1.305, -0.410, 0.733, -0.058, -0.624, 0.491, 0.354, 0.385, 0.799, 0.348, 0.434, 0.522, 0.350, 0.759, 0.507, -0.362, 0.688, -0.428, 0.702, -0.479, -0.690, -0.318, -0.657, -0.152, 0.568, -0.371, -0.673, -0.488, -0.763, -0.627, 0.410, 0.346, 0.295, 0.361, 0.203, 0.461, 0.433, 0.403, 0.416, 0.459, -0.165, -0.088, -0.577, -0.280, 0.383, -0.462, -0.439, 0.099, -0.583, -0.125, 0.476, 0.384, 0.592, 0.445, -0.961, 2.154, -1.047, -0.193, -0.347, -1.063, -0.375, -0.441, -0.017, 1.073, -0.616, -0.646, 0.609, 0.579, 0.495, 0.782],
  "e_above_lowest_kj_mol": 24.2,
  "homo_lumo_gap_ev": 6.87,
  "e_homo_ev": -8.37,
  "lumo_energy_ha": -0.0552
}

***

{
  "formula": "C42H76BrClF2N4O9S2",
  "method": "ωB97M-V with the def2-TZVPD basis set",
  "species": ["C", "C", "F", "C", "C", "O", "S", "O", "O", "C", "C", "C", "O", "Br", "S", "C", "O", "O", "C", "O", "C", "C", "C", "F", "C", "C", "C", "C", "O", "N", "C", "C", "C", "C", "C", "C", "C", "C", "O", "Cl", "H", "H", "H", "H", "H", "H", "H", "H", "H", "H", "H", "H", "H", "H", "H", "H", "H", "H", "H", "H", "H", "H", "H", "H", "H", "H", "H", "H", "H", "H", "H", "C", "C", "N", "C", "C", "C", "C", "H", "H", "H", "H", "H", "H", "H", "H", "H", "H", "H", "H", "H", "H", "H", "C", "C", "N", "C", "C", "C", "C", "H", "H", "H", "H", "H", "H", "H", "H", "H", "H", "H", "H", "H", "H", "H", "C", "C", "N", "C", "C", "C", "C", "H", "H", "H", "H", "H", "H", "H", "H", "H", "H", "H", "H", "H", "H", "H"],
  "positions_angstrom": [[-1.24333, -1.73253, 4.32789], [0.32410, -1.84619, 3.76386], [1.10108, -2.38097, 4.94588], [0.45472, -2.94817, 2.51075], [0.93607, -2.27354, 1.09107], [2.19255, -2.93624, 0.72679], [2.03265, -4.51135, 0.16713], [1.67745, -5.60404, 1.20049], [3.46036, -4.93684, -0.36302], [0.73655, -4.49122, -1.24203], [0.48741, -6.07310, -1.56191], [-0.18318, -6.41724, -3.01665], [-1.17763, -5.76613, -3.62084], [0.56899, -8.06303, -3.95979], [1.67497, -3.87867, -2.73830], [2.87306, -5.13732, -3.51506], [0.77892, -3.43520, -3.94404], [2.62596, -2.74714, -2.26641], [-0.58561, -3.60839, -0.78922], [-1.46695, -3.24976, -1.95314], [-1.52709, -4.55534, 0.13986], [-2.67827, -5.45814, -0.66479], [-3.63977, -6.05202, 0.57486], [-4.67844, -4.97794, 0.79315], [-0.18262, -2.12967, -0.08389], [-1.51919, -1.42679, 0.64733], [-1.26034, 0.07205, 1.24300], [-2.64862, 0.58189, 2.02646], [-3.52122, -0.23431, 2.61979], [-3.00216, 2.08423, 2.03274], [-3.44038, 2.40597, 0.58855], [-4.84765, 1.83564, -0.05387], [-5.17332, 2.20970, -1.62031], [-4.08217, 3.11367, -2.45517], [-2.67522, 3.72288, -1.84720], [-2.34980, 3.34323, -0.26024], [0.14521, -0.97127, -1.24112], [1.35434, 0.05524, -1.02558], [2.28886, 0.18746, -2.01553], [1.70367, 1.31833, 0.29615], [-1.59782, -0.61226, 4.42690], [-1.30134, -2.17693, 5.43444], [-2.00399, -2.37130, 3.69926], [0.80764, -0.81138, 3.52518], [1.32593, -3.67337, 2.88627], [-0.57687, -3.48856, 2.49066], [1.26643, -1.17801, 1.43765], [-0.09394, -6.69525, -0.76394], [1.56986, -6.58235, -1.56847], [3.75251, -4.57754, -4.09678], [3.27146, -5.93467, -2.76108], [2.25576, -5.69250, -4.35090], [-2.33517, -2.87236, -1.63234], [-0.86951, -5.35154, 0.74358], [-2.16688, -4.05438, 0.97258], [-2.25045, -6.41483, -1.17675], [-3.41166, -4.82107, -1.31143], [-3.02148, -6.27584, 1.55071], [-4.17921, -6.99084, 0.12145], [-1.94517, -2.02439, 1.54802], [-2.42272, -1.31141, -0.12544], [-0.35339, 0.18089, 1.97243], [-1.09893, 0.90147, 0.39896], [-3.86071, 2.24291, 2.63532], [-5.54204, 1.17028, 0.64746], [-6.17274, 1.76889, -2.08451], [-4.32977, 3.34105, -3.58270], [-1.91385, 4.35525, -2.49662], [-1.32967, 3.73240, 0.21797], [-0.82223, -0.29575, -1.45567], [0.31855, -1.45042, -2.32309], [3.06923, 4.42021, -1.63124], [4.06127, 5.54958, -1.36223], [4.47265, 5.65643, 0.03965], [5.18246, 6.90306, 0.34273], [6.52828, 7.13100, -0.33783], [5.04335, 4.45027, 0.64288], [6.27718, 3.84466, -0.01936], [2.19033, 4.50284, -0.98397], [2.72595, 4.46800, -2.67018], [3.52184, 3.43486, -1.48444], [3.56407, 6.48221, -1.65671], [4.92349, 5.42895, -2.02914], [5.31680, 6.99124, 1.42817], [4.52476, 7.74020, 0.07622], [7.31366, 6.51445, 0.10510], [6.83355, 8.17458, -0.20648], [6.49233, 6.93662, -1.41281], [4.26426, 3.68046, 0.67411], [5.27044, 4.64182, 1.69978], [6.18456, 3.78424, -1.10682], [6.42622, 2.82389, 0.34972], [7.18231, 4.40380, 0.22379], [6.23459, 0.28135, 6.98754], [5.73139, -0.62721, 8.10704], [4.27148, -0.71928, 8.18531], [3.79500, -1.34509, 9.42268], [4.15744, -2.80793, 9.65739], [3.58098, -1.14257, 6.96529], [3.96656, -2.49192, 6.36677], [5.79557, 1.28135, 7.06185], [7.32251, 0.38702, 7.05666], [6.01091, -0.12747, 5.99752], [6.10995, -0.20744, 9.04737], [6.19397, -1.61526, 7.99519], [2.70514, -1.23673, 9.48958], [4.18354, -0.76257, 10.26775], [3.56437, -3.47611, 9.02895], [3.94161, -3.07698, 10.69688], [5.21748, -3.00991, 9.48367], [3.73739, -0.37558, 6.19860], [2.49648, -1.13100, 7.13565], [5.04865, -2.64142, 6.32748], [3.59375, -2.55563, 5.33849], [3.51891, -3.32128, 6.91704], [-7.46117, 3.68234, -4.88032], [-6.65100, 3.94221, -6.14841], [-6.17716, 2.72397, -6.80970], [-5.16862, 2.97928, -7.84287], [-5.59973, 3.78367, -9.06494], [-7.19991, 1.73814, -7.16538], [-8.33228, 2.19325, -8.08096], [-6.90188, 3.06098, -4.17366], [-7.68839, 4.63209, -4.38446], [-8.41579, 3.19384, -5.09799], [-5.78275, 4.54279, -5.84979], [-7.24616, 4.56567, -6.82651], [-4.74331, 2.02578, -8.18044], [-4.32854, 3.50616, -7.37268], [-6.21827, 3.18933, -9.74119], [-4.71493, 4.09036, -9.63290], [-6.14426, 4.69279, -8.79725], [-7.64589, 1.35700, -6.23997], [-6.71994, 0.85738, -7.61168], [-8.74578, 3.16223, -7.78961], [-9.15099, 1.46638, -8.03878], [-8.01249, 2.24874, -9.12292]],
  "mulliken_charge": [-1.036, 0.690, -0.360, -0.546, -0.603, -0.361, 1.456, -0.639, -0.679, -0.170, -0.551, 0.026, -0.392, -0.133, 1.349, -0.809, -0.632, -0.596, -0.855, -0.573, -1.532, -0.169, -0.286, -0.331, 2.507, -1.040, 0.542, 0.108, -0.597, -0.323, -0.006, -0.371, -0.338, -0.050, -0.485, -0.196, -0.561, 0.235, -0.552, -0.190, 0.109, 0.394, 0.283, 0.213, 0.423, -0.109, 0.143, 0.491, 0.713, 0.356, 0.235, 0.321, 0.574, 0.343, 0.383, 0.195, 0.244, 0.269, 0.329, -0.104, 0.515, -0.179, 0.099, 0.441, 0.285, 0.239, 0.212, 0.297, 0.343, 0.596, 0.373, -1.243, -0.388, 0.112, -0.674, -0.959, -0.414, -1.029, 0.251, 0.456, 0.219, 0.429, 0.262, 0.338, 0.400, 0.221, 0.397, 0.270, 0.087, 0.348, 0.251, 0.400, 0.293, -1.380, -0.318, 0.141, -0.660, -0.950, -0.736, -0.730, 0.323, 0.427, 0.269, 0.443, 0.264, 0.334, 0.402, 0.218, 0.399, 0.263, 0.295, 0.290, 0.310, 0.151, 0.230, -1.377, -0.514, 0.167, -0.651, -0.970, -0.692, -0.958, 0.197, 0.432, 0.372, 0.485, 0.324, 0.373, 0.350, 0.211, 0.410, 0.269, 0.340, 0.364, 0.250, 0.370, 0.261],
  "homo_lumo_gap_ev": 6.90,
  "e_homo_ev": -7.89,
  "lumo_energy_ha": -0.0363
}